Record 1
Density functional theory data (the ωB97M-V functional and the def2-TZVPD basis) for 2 unconnected molecules or ions with the total composition C15H21Cl2O8PS.

LUMO level, eV: -1.460
Orbital gap, eV: 7.4
HOMO, eV: -8.91

The geometry in ORCA input format:
```
! wB97M-V def2-TZVPD RIJCOSX def2/J DEFGRID3
* xyz 0 1
C -4.9045 2.2645 -2.9794
C -3.7983 1.2909 -2.6199
O -2.5693 1.7577 -3.2044
P -1.2430 0.9400 -2.8855
O -0.8755 0.9014 -1.4611
C -1.4018 -0.7051 -3.5983
C -2.0038 -1.7652 -2.6865
O -0.9574 -2.2930 -1.8298
S -1.4101 -2.9764 -0.4607
O -2.6121 -3.7289 -0.7349
O -1.9505 -1.5790 0.2999
C -1.6824 -1.5623 1.6402
Cl -2.9584 -2.1792 2.6156
C -0.5392 -1.0989 2.1213
C 0.5619 -0.5587 1.2622
Cl -0.2812 -1.0758 3.8228
O -0.1973 1.6312 -3.8430
C 0.6529 2.6771 -3.3282
C -0.0815 3.8703 -2.7671
H -4.4738 3.2640 -3.0159
H -5.6826 2.2677 -2.2226
H -5.3143 2.0502 -3.9621
H -3.6866 1.2112 -1.5394
H -4.0309 0.3007 -3.0138
H -1.9399 -0.6697 -4.5440
H -0.3752 -0.9999 -3.8199
H -2.3608 -2.5980 -3.2839
H -2.8036 -1.3796 -2.0631
H 0.8277 -1.2575 0.4735
H 0.2175 0.3488 0.7700
H 1.4320 -0.3291 1.8639
H 1.2416 2.9935 -4.1857
H 1.3301 2.2619 -2.5853
H -0.7505 3.6034 -1.9532
H 0.6666 4.5502 -2.3579
H -0.6318 4.4123 -3.5324
C 5.7329 -0.5528 5.2205
C 5.2972 -0.6201 3.9662
C 4.0786 -1.3930 3.6136
O 3.6866 -1.4542 2.4685
C 3.3630 -2.0870 4.7139
C 3.8009 -2.0203 5.9681
C 5.0186 -1.2477 6.3223
O 5.4157 -1.1856 7.4646
H 6.6181 0.0030 5.5023
H 5.7999 -0.1232 3.1463
H 2.4758 -2.6412 4.4353
H 3.2986 -2.5187 6.7873
*
```

***

Record 2
Density functional theory data (the ωB97M-V functional and the def2-TZVPD basis) for a molecular structure, C15H21CoN3O3 in a non-equilibrium geometry.

LUMO level (spin up / spin down), eV: 3.115 / 3.102
Orbital gap (spin up / spin down), eV: 5.4 / 7.1
HOMO (spin up / spin down), eV: -2.33 / -4.00
Expectation value of S²: 6.033

The geometry in ORCA input format:
```
! wB97M-V def2-TZVPD RIJCOSX def2/J DEFGRID3
* xyz -1 5
C -0.8159 0.9332 -1.8966
C 0.5591 0.7827 -2.2024
C 1.3165 1.5484 -1.2757
C 0.3977 2.2408 -0.4214
C -0.9342 1.8248 -0.7860
Co 0.1341 0.3791 -0.0391
N -1.1003 -1.0530 0.3410
C -0.4144 -2.2276 -0.0590
C 0.7596 -1.5194 -0.6950
H 2.3957 1.6722 -1.2552
H 0.9746 0.1747 -3.0057
H 0.6598 3.0271 0.2718
H -1.8521 2.2271 -0.3700
H -1.6503 0.5073 -2.4528
H 0.6541 -1.6369 -1.7823
H -0.9550 -2.9515 -0.6936
H -1.9557 -1.2569 0.8565
H 1.6863 -1.8077 -0.1867
H -0.0629 -2.7513 0.8511
C -2.6900 2.4224 4.0414
C -1.6433 1.6008 4.7551
C -0.1600 1.7208 4.3012
C 0.5713 3.0303 4.7798
C -0.0768 4.3647 4.5236
C 0.5816 0.5619 4.9681
O 0.9125 0.5545 6.1595
N 0.8667 -0.5162 4.1736
C 0.7724 -0.6303 2.7776
O 1.0986 -1.7090 2.2972
N 0.3273 0.4465 2.0670
C -0.0779 1.5663 2.7472
O -0.3811 2.5904 2.1162
H -2.5131 3.4918 4.1624
H -3.6536 2.1729 4.4893
H -2.7264 2.1716 2.9773
H -1.6307 1.8087 5.8333
H -1.8943 0.5324 4.6476
H 0.7562 2.9233 5.8546
H 1.5722 3.0231 4.3253
H -1.0095 4.4692 5.0809
H 0.6139 5.1435 4.8616
H -0.2653 4.4839 3.4540
H 1.2396 -1.3345 4.6408
*
```

***

Record 3
Density functional theory data (the ωB97M-V functional and the def2-TZVPD basis) for a molecular structure, C15H21CrO18 in a non-equilibrium geometry.

LUMO level (spin up / spin down), eV: 1.419 / 1.419
Orbital gap (spin up / spin down), eV: 5.1 / 5.2
HOMO (spin up / spin down), eV: -3.66 / -3.81
Expectation value of S²: 6.006
Relative energy (zero: lowest compared OMol25 entry of this formula, charge and spin), kcal per mole: 37.2

The geometry in ORCA input format:
```
! wB97M-V def2-TZVPD RIJCOSX def2/J DEFGRID3
* xyz -1 5
Cr 1.3966 0.2881 1.5832
O 5.4785 -1.2016 1.2802
C 4.4479 -0.6980 2.0193
O 3.3341 -0.5255 1.3978
O 4.6388 -0.4220 3.1963
H 5.0157 -1.2590 0.4230
O 2.1719 4.3695 3.2869
C 2.5486 3.0801 3.1910
O 3.4012 2.6762 4.0081
O 2.0110 2.3602 2.3008
H 2.7565 4.6696 4.0008
O 0.2044 -1.7476 5.1937
C 1.1729 -0.9012 4.6928
O 1.9662 -0.4081 5.4944
O 1.1737 -0.6412 3.4494
H -0.2052 -2.1132 4.3969
C -1.8520 -5.2824 0.4488
C -1.0261 -4.3164 -0.3612
C -1.7356 -3.3093 -1.2612
O -1.0351 -2.1015 -1.0142
C -0.1487 -2.2535 -0.0250
O 0.4751 -1.3478 0.4242
O -0.1546 -3.5185 0.4471
H -2.6163 -5.6867 -0.2180
H -2.3708 -4.9051 1.3336
H -1.2564 -6.0727 0.9063
H -0.4056 -4.9207 -1.0290
H -2.7998 -3.1771 -1.0556
H -1.6630 -3.6217 -2.3029
C 0.1388 -0.8177 -4.3538
C 1.0223 0.3229 -3.8783
C 0.2921 1.6644 -3.7201
O 0.4848 1.9929 -2.3510
C 1.1119 1.0095 -1.6888
O 1.4626 1.1096 -0.5585
O 1.3052 -0.0363 -2.4997
H 0.6737 -1.7577 -4.2048
H -0.0058 -0.7468 -5.4348
H -0.8024 -0.9210 -3.8176
H 1.9797 0.3433 -4.3953
H -0.7848 1.5523 -3.8552
H 0.6808 2.4423 -4.3740
C -2.4129 3.3177 -1.6069
C -2.4901 3.5152 -0.1072
C -3.5165 2.6420 0.6423
O -2.7776 1.5890 1.2287
C -1.4682 1.8443 1.1395
O -0.6093 1.1435 1.5769
O -1.2844 2.9830 0.4852
H -2.0952 2.3031 -1.8340
H -1.6603 4.0214 -1.9721
H -3.2776 3.6420 -2.1882
H -2.5163 4.5558 0.2079
H -4.2232 2.1795 -0.0530
H -4.1512 3.0931 1.4058
*
```

***

Record 4
Density functional theory data (the ωB97M-V functional and the def2-TZVPD basis) for a molecular structure, C15H21F4N6RuSSbSe4 in a non-equilibrium geometry.

LUMO level (spin up / spin down), eV: -1.053 / -2.398
Orbital gap (spin up / spin down), eV: 6.6 / 5.1
HOMO (spin up / spin down), eV: -7.64 / -7.52
Expectation value of S²: 6.036

The geometry in ORCA input format:
```
! wB97M-V def2-TZVPD RIJCOSX def2/J DEFGRID3
* xyz 0 5
Ru 0.3067 -0.0236 0.0288
C -2.0046 -1.5531 1.7201
C -2.8872 -0.4338 1.2084
N -2.1211 0.7807 0.8014
C -1.5736 2.2181 -1.4537
C -1.9696 2.3792 -2.9140
C -1.8155 1.6331 1.9689
C -0.4118 2.1846 1.8898
N 0.4845 1.0576 1.6775
C 1.5439 0.8171 2.5367
C 2.0369 -0.4818 2.6401
F 1.5007 -1.4026 1.8211
C 2.9917 -0.8666 3.5434
F 3.3245 -2.1526 3.6357
C 3.5816 0.0600 4.3703
C 3.1750 1.3668 4.2405
F 3.7444 2.3115 4.9924
C 2.1899 1.7481 3.3540
F 1.8901 3.0488 3.2759
H -2.6081 -2.4101 2.0238
H -1.4002 -1.2463 2.5724
H -1.3516 -1.9099 0.9246
H -3.6057 -0.1638 1.9868
H -3.4375 -0.7799 0.3447
H -0.8195 1.4475 -1.3242
H -1.1744 3.1479 -1.0586
H -2.4346 1.4735 -3.3020
H -1.0822 2.5994 -3.5113
H -2.6721 3.2079 -3.0386
H -1.8865 1.0217 2.8688
H -2.5343 2.4482 2.0487
H -0.2048 2.7007 2.8203
H -0.3207 2.9119 1.0857
H 4.3409 -0.2255 5.0863
C -0.0448 -2.7062 -4.5514
C -1.1203 -2.2207 -3.6495
N -2.3826 -2.2050 -3.9050
N -2.9163 -1.6645 -2.7536
C -2.0704 -1.3240 -1.7830
S -2.9657 1.6777 -0.4311
N -0.9186 -1.6779 -2.3776
N 0.3154 -1.5161 -1.7036
H -0.4947 -3.2031 -5.4105
H 0.6122 -3.4016 -4.0340
H 0.5737 -1.8798 -4.9011
H -3.9106 -1.5472 -2.7156
H 1.0501 -1.2470 -2.3602
H 0.6131 -2.4206 -1.3779
Se 5.7116 1.2200 -2.3785
Sb 4.2185 -0.4374 -1.4033
Se 2.1137 1.0939 -0.9154
Se 3.6127 -2.2469 -2.9118
Se 5.2080 -1.2085 0.6986
*
```

***

Calculated values (Ha) of electronic energy for the records, taken in order: -2846.033010 -2356.890516 -2983.162140 -11651.086572.